1.
C8H27B2F3HgO6S | ωB97M-V/def2-TZVPD

Geometry (Å):
Hg  -0.44977  -0.70167  -0.67596
S  0.50821  1.17794  -4.05290
F  2.82933  1.97960  -2.94037
F  2.43878  2.81784  -4.89363
F  3.10785  0.77864  -4.72285
O  -1.21852  -1.10037  1.63564
O  0.32219  1.42782  0.54020
O  -1.78838  -2.48966  -1.36263
O  0.40274  0.26601  -5.16873
O  -0.14883  2.46012  -4.17679
O  0.38580  0.56614  -2.74029
C  -0.41774  -1.71992  2.62628
C  -2.80269  -2.92172  -0.53968
C  -0.39246  -0.91088  3.91785
C  -0.89235  -3.15526  2.83922
C  1.77597  2.79135  1.93285
C  1.51345  2.18908  0.53320
C  1.34076  3.32509  -0.47852
C  2.31539  1.69429  -4.15104
B  1.49967  -2.18996  -0.64450
B  -2.56373  0.73089  -1.04036
H  -2.49633  0.24921  0.07208
H  2.36387  1.56579  0.26709
H  2.26403  3.85084  -0.73917
H  -0.41220  1.97910  0.83181
H  -1.34903  -1.01111  4.44849
H  2.67654  -2.40150  -0.62540
H  0.68534  4.11693  -0.10390
H  2.65961  3.42330  1.80093
H  1.13556  -1.86794  -1.73973
H  -2.25682  -0.01578  -1.92398
H  -1.91476  -3.19001  3.21928
H  0.40740  -1.26559  4.56747
H  0.89719  -3.13218  -0.23004
H  -0.26433  -3.67139  3.57936
H  -0.76017  -3.71958  1.91811
H  -1.81255  1.66661  -1.11397
H  -3.54002  -3.50760  -1.13421
H  1.42246  -1.24672  0.14975
H  0.92034  2.85324  -1.36725
H  -0.31107  0.15885  3.71655
H  0.93011  3.41848  2.21779
H  1.97446  2.03321  2.68987
H  0.58717  -1.76542  2.20369
H  -3.42081  -2.14219  -0.04831
H  -3.69930  1.01985  -1.27734
H  -2.06371  -0.78569  1.97317
H  -2.38862  -3.62811  0.21087

## Properties
charge: -2
largest force on an atom: 1.99 eV Å⁻¹
energy above the lowest of the compared OMol25 structures with the same formula, charge and spin: 0.00 kcal/mol
highest occupied orbital energy: -1.28 eV

Table of natural (NBO) atomic charges, one value per atom, all in e:
1 Hg 1.63
2 S 2.36
3 F -0.34
4 F -0.35
5 F -0.33
6 O -0.74
7 O -0.73
8 O -0.96
9 O -0.98
10 O -0.99
11 O -1.01
12 C 0.08
13 C -0.21
14 C -0.63
15 C -0.63
16 C -0.63
17 C 0.10
18 C -0.64
19 C 0.67
20 B -0.85
21 B -0.88
22 H -0.06
23 H 0.19
24 H 0.19
25 H 0.49
26 H 0.18
27 H 0.01
28 H 0.18
29 H 0.20
30 H 0.02
31 H 0.04
32 H 0.19
33 H 0.20
34 H -0.02
35 H 0.18
36 H 0.25
37 H -0.03
38 H 0.11
39 H -0.06
40 H 0.27
41 H 0.22
42 H 0.19
43 H 0.20
44 H 0.21
45 H 0.12
46 H 0.01
47 H 0.49
48 H 0.10

2.
C8H27NO7 | ωB97M-V/def2-TZVPD

Geometry (Å):
O  -0.89264  -0.81478  1.47727
O  0.70741  -0.92782  -1.04506
O  3.15187  -1.78713  -0.08976
O  -3.90818  3.47890  -0.38821
O  -0.46949  -2.57812  -2.46247
O  0.75506  -3.14413  1.12545
O  5.39816  -0.90644  -1.85366
N  -1.54530  0.65937  -1.12697
C  -4.74009  3.16620  0.68162
C  -3.33006  2.37217  -1.00840
C  -0.92671  2.88467  -0.47720
C  0.44101  -2.64448  2.40935
C  -2.02582  1.82766  -0.38316
C  3.86173  -0.56832  0.03562
C  -0.91610  -1.96023  2.32802
C  5.28527  -0.61903  -0.46600
H  1.45431  -1.38089  -0.60018
H  -1.58389  -2.74658  1.96688
H  0.21918  -1.69099  -1.68195
H  -1.19602  3.75437  0.11903
H  -2.31279  -0.00639  -1.18768
H  3.85462  -0.18512  1.05663
H  1.70653  -3.17528  1.00091
H  -5.64071  2.63029  0.32979
H  -2.27940  1.53197  0.63950
H  1.17296  -1.88443  2.70535
H  3.37641  0.15804  -0.62281
H  5.82584  0.31741  -0.30362
H  5.86905  -1.35200  0.10963
H  0.08629  -2.53152  -3.24866
H  0.35549  -3.43628  3.15850
H  -1.33445  0.95223  -2.07693
H  -3.07879  2.55567  -2.05808
H  -4.02951  1.52212  -1.04564
H  -0.77505  3.08219  -1.54084
H  -1.80289  -0.52256  1.59508
H  6.04816  -0.32767  -2.25406
H  -1.07255  -1.66803  3.37283
H  -4.32159  2.50929  1.45324
H  0.07067  -0.53635  -0.40862
H  0.04030  2.52121  -0.12459
H  -5.20308  4.02061  1.17441
H  3.70479  -2.54977  -0.28456

## Properties
largest force on an atom: 3.68 eV Å⁻¹
energy above the lowest of the compared OMol25 structures with the same formula, charge and spin: 41.66 kcal/mol
highest occupied orbital energy: -7.57 eV

Table of natural (NBO) atomic charges, one value per atom, all in e:
1 O -0.72
2 O -0.88
3 O -0.76
4 O -0.53
5 O -1.17
6 O -0.72
7 O -0.72
8 N -0.84
9 C -0.25
10 C -0.07
11 C -0.62
12 C -0.08
13 C -0.07
14 C -0.09
15 C -0.10
16 C -0.09
17 H 0.53
18 H 0.18
19 H 0.50
20 H 0.22
21 H 0.37
22 H 0.18
23 H 0.48
24 H 0.16
25 H 0.17
26 H 0.16
27 H 0.19
28 H 0.18
29 H 0.16
30 H 0.42
31 H 0.17
32 H 0.36
33 H 0.18
34 H 0.16
35 H 0.20
36 H 0.47
37 H 0.48
38 H 0.16
39 H 0.16
40 H 0.55
41 H 0.21
42 H 0.20
43 H 0.50

3.
C8H27NO7 | ωB97M-V/def2-TZVPD

Geometry (Å):
O  21.04750  10.65816  -10.36862
O  23.00139  15.34155  -5.65979
O  22.21098  8.60104  -11.62266
O  20.46725  12.89476  -11.82432
O  16.70477  10.47461  -11.64032
O  25.54289  8.51782  -9.72549
O  23.47936  13.69818  -7.82044
N  14.63170  9.98066  -13.89057
C  21.92707  14.81485  -6.37854
C  14.44239  10.46250  -12.50681
C  24.58337  8.98127  -10.56009
C  13.09108  10.06904  -12.06159
C  22.25474  13.56820  -7.19457
C  23.28021  8.03561  -10.78500
C  15.46307  9.83051  -11.64395
C  17.70568  9.86159  -10.86489
H  22.66346  15.77356  -4.87190
H  21.55280  11.03688  -9.64926
H  18.66114  10.02593  -11.36308
H  23.63802  7.11260  -11.24121
H  14.34256  9.01439  -13.94356
H  12.97702  9.30134  -11.29627
H  15.56590  8.74553  -11.66184
H  22.19249  12.71839  -6.51483
H  20.08666  12.74667  -12.69003
H  15.60092  10.02741  -14.17077
H  12.44192  9.84332  -12.90760
H  22.90684  7.65660  -9.83367
H  17.69933  10.20064  -9.82897
H  21.16600  14.43142  -5.69894
H  20.82053  13.78340  -11.86629
H  20.77394  11.41127  -10.89229
H  21.68529  9.19314  -11.07981
H  14.74584  11.50850  -12.46308
H  12.65627  11.01146  -11.72855
H  15.07524  9.99589  -10.63879
H  25.06306  9.12425  -11.52836
H  25.77105  7.76667  -10.27805
H  24.12230  14.17560  -7.29102
H  17.71839  8.77409  -10.79236
H  21.50205  13.42219  -7.96933
H  21.20978  15.53086  -6.77969
H  24.39878  10.02776  -10.31745

## Properties
SMILES: COC[C@H](C)N.OCCO.OCCO.O.O
largest force on an atom: 4.07 eV Å⁻¹
energy above the lowest of the compared OMol25 structures with the same formula, charge and spin: 49.28 kcal/mol
highest occupied orbital energy: -8.88 eV

Table of natural (NBO) atomic charges, one value per atom, all in e:
1 O -0.97
2 O -0.73
3 O -0.75
4 O -0.95
5 O -0.55
6 O -0.68
7 O -0.72
8 N -0.83
9 C -0.10
10 C -0.09
11 C -0.09
12 C -0.64
13 C -0.07
14 C -0.10
15 C -0.05
16 C -0.25
17 H 0.48
18 H 0.48
19 H 0.20
20 H 0.16
21 H 0.35
22 H 0.22
23 H 0.17
24 H 0.15
25 H 0.49
26 H 0.36
27 H 0.23
28 H 0.16
29 H 0.17
30 H 0.15
31 H 0.49
32 H 0.50
33 H 0.50
34 H 0.20
35 H 0.23
36 H 0.14
37 H 0.14
38 H 0.46
39 H 0.49
40 H 0.17
41 H 0.18
42 H 0.16
43 H 0.17

4.
C8H27O5 | ωB97M-V/def2-TZVPD

Geometry (Å):
O  1.25143  1.08692  -1.66191
O  -0.40903  0.74993  1.34865
O  -2.29605  -1.50904  -0.08854
O  0.24019  -1.20236  -0.78233
O  2.32859  -1.82572  0.70048
C  0.77694  1.65413  -2.92768
C  -0.62443  2.20238  -2.74220
C  3.05719  -0.58877  0.88277
C  -1.38005  1.57167  0.69556
C  -1.59365  -2.94801  1.71521
C  -2.50987  1.95475  1.64991
C  4.17012  -0.43678  -0.12044
C  -2.65464  -1.99397  1.22979
H  3.47472  -0.66616  1.89031
H  -1.86097  -3.49731  2.61510
H  -1.00642  2.49979  -3.72549
H  3.80971  -0.37787  -1.15149
H  -1.76456  1.04518  -0.17209
H  0.44788  -0.27714  -1.13096
H  1.81378  1.75835  -1.26484
H  -2.76492  -1.12788  1.88604
H  2.36636  0.24966  0.86480
H  -3.12021  1.09622  1.93409
H  0.93160  -1.50706  -0.10989
H  0.78594  0.83361  -3.64305
H  -0.63389  3.12447  -2.16282
H  -0.90421  2.49710  0.36043
H  -0.67833  -2.38247  1.93324
H  1.46279  2.43432  -3.25039
H  -3.08945  -1.48562  -0.62935
H  -1.29077  -3.68040  0.96383
H  -2.08132  2.41161  2.54238
H  -0.69059  -1.25299  -0.40874
H  -3.22051  2.66638  1.22501
H  4.86575  -1.27737  -0.10058
H  2.93120  -2.56727  0.80274
H  0.05976  1.31728  1.96947
H  4.74329  0.47843  0.03980
H  -1.31532  1.46039  -2.35259
H  -3.62805  -2.48838  1.17579

## Properties
charge: +1
largest force on an atom: 1.26 eV Å⁻¹
energy above the lowest of the compared OMol25 structures with the same formula, charge and spin: 4.94 kcal/mol
highest occupied orbital energy: -13.63 eV

Table of natural (NBO) atomic charges, one value per atom, all in e:
1 O -0.78
2 O -0.75
3 O -0.78
4 O -0.84
5 O -0.76
6 C -0.07
7 C -0.64
8 C -0.07
9 C -0.07
10 C -0.65
11 C -0.64
12 C -0.65
13 C -0.07
14 H 0.19
15 H 0.24
16 H 0.23
17 H 0.22
18 H 0.17
19 H 0.56
20 H 0.50
21 H 0.18
22 H 0.18
23 H 0.21
24 H 0.56
25 H 0.19
26 H 0.22
27 H 0.16
28 H 0.21
29 H 0.19
30 H 0.51
31 H 0.22
32 H 0.21
33 H 0.56
34 H 0.23
35 H 0.22
36 H 0.50
37 H 0.48
38 H 0.23
39 H 0.20
40 H 0.19

5.
C8H27O5 | ωB97M-V/def2-TZVPD

Geometry (Å):
O  -0.95788  -0.43060  1.96798
O  0.36413  -2.15860  -2.00302
O  1.11613  2.49940  0.24298
O  -0.07187  0.20040  -0.64302
O  2.73613  -0.08960  -0.89702
C  -1.63987  -2.71660  -0.74902
C  -2.30288  0.03040  2.31598
C  0.56012  3.73140  -0.25002
C  -3.20087  0.48140  1.15598
C  2.38213  -1.01360  1.29098
C  -0.09987  3.53240  -1.58402
C  3.22812  -0.81760  0.06898
C  -0.45587  -3.29760  -1.60502
H  -3.00088  1.72340  0.90698
H  0.36512  -0.67360  -0.96902
H  1.48013  4.44240  -0.37602
H  3.33213  0.03540  -1.57402
H  -1.67788  -2.16360  0.04598
H  -2.94787  0.09440  0.28298
H  -0.52987  0.13740  0.30598
H  3.47212  -1.63260  -0.41902
H  1.05513  -2.61460  -2.37302
H  0.54413  3.02340  -2.24402
H  4.01813  -0.24860  0.56498
H  -2.35087  -3.49360  -0.28402
H  -0.97387  3.00440  -1.46302
H  1.98412  -0.23460  1.78798
H  0.19013  -3.87260  -1.19302
H  -0.63488  -0.87160  2.69598
H  -0.90987  -3.64860  -2.58002
H  -4.23387  0.18140  1.37098
H  -0.51187  4.43040  -1.91102
H  -2.65387  -1.14360  2.37598
H  -2.29988  -2.04260  -1.49502
H  0.09412  4.14840  0.47598
H  1.85912  2.84940  0.82998
H  -2.36487  0.81940  3.22698
H  0.48513  0.91540  -0.39302
H  3.03213  -1.38060  2.07698
H  1.52113  -1.73560  1.01498

## Properties
charge: +1
largest force on an atom: 8.44 eV Å⁻¹
energy above the lowest of the compared OMol25 structures with the same formula, charge and spin: 153.44 kcal/mol
highest occupied orbital energy: -13.28 eV

Table of natural (NBO) atomic charges, one value per atom, all in e:
1 O -0.78
2 O -0.75
3 O -0.78
4 O -0.85
5 O -0.73
6 C -0.67
7 C -0.10
8 C -0.03
9 C -0.62
10 C -0.63
11 C -0.64
12 C -0.05
13 C -0.04
14 H 0.19
15 H 0.59
16 H 0.15
17 H 0.48
18 H 0.21
19 H 0.20
20 H 0.57
21 H 0.16
22 H 0.48
23 H 0.22
24 H 0.15
25 H 0.24
26 H 0.20
27 H 0.21
28 H 0.17
29 H 0.50
30 H 0.20
31 H 0.25
32 H 0.24
33 H 0.19
34 H 0.21
35 H 0.17
36 H 0.50
37 H 0.22
38 H 0.56
39 H 0.24
40 H 0.18